Record 1
Here is a structure of composition C15H19F5IrN5O3S2Te from the OMol25 dataset. Energies are from wB97M-V/def2-TZVPD.

The geometry in XYZ format:
```
51
Properties=species:S:1:pos:R:3
Ir -0.42504 -0.20927 0.43307
N -4.10580 -2.16787 0.35149
C -2.78706 -2.32659 0.43429
N -2.23897 -1.12165 0.37423
C -3.29951 -0.26608 0.25617
N -4.45026 -0.87360 0.23792
C -2.97213 1.14599 0.16300
C -3.85690 2.20739 0.06662
N -3.42298 3.45964 0.00227
C -2.11482 3.66751 0.03628
C -1.19982 2.62345 0.13062
N -1.64306 1.36904 0.18780
H -4.82637 -2.87931 0.36364
H -2.28195 -3.27365 0.53433
H -4.92630 2.03341 0.04566
H -1.76847 4.69256 -0.00848
H -0.13052 2.77800 0.17156
C -0.19304 0.74020 4.79976
S -0.23414 -0.66845 3.71601
C -1.56840 -1.58852 4.44778
O -0.89430 -0.07487 2.42378
H 0.11055 0.39449 5.78884
H -1.18326 1.19132 4.83033
H 0.55013 1.43102 4.41006
H -1.23906 -1.90860 5.43775
H -1.74441 -2.46789 3.83194
H -2.45597 -0.96214 4.51843
F 3.31864 -1.58029 2.26572
Te 2.62331 -0.30284 1.17732
F 2.20236 0.56969 2.75600
F 4.07197 0.77591 0.92331
F 3.27912 -1.27943 -0.26564
F 1.09684 -1.61404 0.98148
O 1.40758 0.74672 0.25033
C -0.29335 -1.20917 -4.02835
S 0.50902 -1.28500 -2.43621
O -0.25038 -0.20173 -1.64468
C 2.08290 -0.52666 -2.85660
C 2.23665 0.87962 -2.79035
C 3.49028 1.49320 -3.07364
C 4.55724 0.71734 -3.42917
C 4.39759 -0.68699 -3.49665
C 3.14113 -1.31485 -3.18348
H -0.26241 -0.19321 -4.41784
H -1.32081 -1.53289 -3.86749
H 0.21524 -1.90945 -4.69235
H 1.38785 1.49041 -2.50402
H 3.57923 2.56955 -3.00632
H 5.52017 1.15406 -3.65933
H 5.23791 -1.30930 -3.78289
H 3.07376 -2.39621 -3.20434
```

The largest force on an atom is 0.8 eV/Å. As for the relative energy (zero: lowest compared OMol25 entry of this formula, charge and spin): 0.00 kJ/mol. As for the LUMO energy (spin up / spin down): -9.50 / -13.27 eV. For the HOMO-LUMO gap (spin up / spin down), the calculation gives 8.69 / 4.92 eV. Its net charge is +3. The spin multiplicity is 2. The total energy comes out at -74817.5926 eV.


Record 2
Here is a structure of composition C23H33N3O2 at a distorted geometry from the OMol25 dataset. Energies are from wB97M-V/def2-TZVPD.

The geometry in XYZ format:
```
61
Properties=species:S:1:pos:R:3
C -1.30724 1.53136 2.96087
N -1.63691 0.15155 2.27581
N -0.71127 -0.88475 2.60356
C -0.89665 -1.93431 2.10145
C -2.04710 -2.20083 1.01344
C -2.04543 -3.38530 0.59076
C -3.04728 -3.52453 -0.23658
C -3.86155 -2.70813 -0.83843
C -3.71963 -1.43343 -0.24313
C -2.81685 -1.21356 0.79809
C -2.41499 0.09104 1.38941
O -3.21299 1.09752 0.99643
H -4.59754 -0.58108 -0.50964
H -4.58699 -2.92495 -1.39814
H -3.10721 -4.68876 -0.96044
H -1.29284 -4.17238 0.90575
C 0.07468 -2.80877 2.54907
H 0.74029 -2.42077 3.43842
H -0.14439 -4.01639 2.68622
C 1.27035 -2.95091 1.42390
O 1.45968 -4.00258 0.64533
N 1.87910 -1.69527 1.12312
H 1.51421 -1.02419 1.58476
C 2.57046 -1.44848 -0.05654
H 3.41531 -2.40952 -0.48016
C 1.59149 -1.86320 -1.45296
H 1.27650 -2.77334 -1.49101
C 0.37276 -1.19272 -1.53443
H -0.45736 -1.62654 -1.90437
H -0.14651 -0.89141 -0.42935
C 0.35946 0.17376 -2.32879
H 1.14552 0.81793 -2.13941
C -0.95475 1.04627 -1.97189
H -1.30507 1.11455 -0.96979
H -1.87157 0.70610 -2.52491
C -0.71099 2.42991 -2.36165
H -0.81437 2.54310 -3.66822
C 0.36052 3.37787 -1.56809
H 1.29109 2.87925 -2.19384
C 0.52084 3.39625 -0.22391
H -0.19747 2.44130 0.26300
C 1.89744 3.63844 0.50579
H 2.19442 4.54875 -0.04870
C 2.63225 2.48778 -0.01689
H 2.99727 2.38043 -1.19226
H 3.55421 2.49993 0.46570
C 2.12844 0.98650 0.50255
H 1.04199 0.81432 0.19412
H 2.34647 0.87093 1.45190
C 3.26515 -0.04327 -0.11018
H 4.06984 -0.26656 0.43846
H 3.47306 0.08445 -1.18011
H 1.59871 3.36810 1.34722
H -0.37399 4.17826 0.16843
H 0.18096 4.31386 -2.06079
H -1.71573 3.02458 -1.90777
H 0.29616 0.08385 -3.43707
H 2.25073 -1.45430 -2.31919
H -1.43024 1.43140 3.96810
H -2.00091 2.24599 2.71654
H -0.34355 1.78490 2.65044
```

The largest force on an atom is 16.5 eV/Å. As for the relative energy (zero: lowest compared OMol25 entry of this formula, charge and spin): 1970.15 kJ/mol. As for the LUMO energy: 0.33 eV. For the HOMO-LUMO gap, the calculation gives 9.31 eV. Its net charge is 0. The spin multiplicity is 1. The total energy comes out at -32934.2996 eV.


Record 3
Here is the molecule C13H19NS at a distorted geometry from the OMol25 dataset. Energies are from wB97M-V/def2-TZVPD.

The geometry in XYZ format:
```
34
Properties=species:S:1:pos:R:3
C -4.02412 0.20228 0.01733
N -2.81959 -0.18398 -0.70639
C -2.65634 -1.66985 -0.67884
C -1.99236 -2.03446 0.66815
C -1.27301 -0.73517 1.09226
C -1.50179 0.22455 -0.09236
C -1.35963 1.73366 0.19932
C -0.01199 2.18600 0.70976
S 1.27586 2.14122 -0.57001
C 1.96630 0.52540 -0.23247
C 1.97560 -0.35891 -1.25598
C 2.44988 -1.62944 -1.12515
C 3.03855 -2.00162 0.06818
C 3.18327 -1.06380 1.12043
C 2.59329 0.19661 0.99322
H -3.90714 -0.01096 1.08793
H -4.92360 -0.29098 -0.39859
H -4.19584 1.29504 -0.04964
H -3.61740 -2.19812 -0.78013
H -2.01972 -2.00090 -1.54410
H -1.31244 -2.85450 0.50516
H -2.74920 -2.44829 1.40474
H -1.78260 -0.28192 1.95533
H -0.20042 -0.83866 1.25078
H -0.74411 -0.06392 -0.83269
H -1.50191 2.30325 -0.73240
H -2.14954 2.02420 0.93197
H 0.34767 1.63672 1.59574
H -0.02073 3.20973 0.99153
H 1.53898 -0.04847 -2.27602
H 2.42761 -2.38921 -1.94757
H 3.44016 -3.04424 0.24822
H 3.68062 -1.37527 1.99943
H 2.68705 0.95346 1.75199
```

The largest force on an atom is 3.8 eV/Å. As for the relative energy (zero: lowest compared OMol25 entry of this formula, charge and spin): 51.09 kJ/mol. As for the LUMO energy: 0.84 eV. Its structure (SMILES) is CN1CCC[C@@H]1CCSc1ccccc1. For the HOMO-LUMO gap, the calculation gives 9.28 eV. Its net charge is 0. The spin multiplicity is 1. The total energy comes out at -26113.8944 eV.


Record 4
Here is a structure of composition C29H46AsMgN8PS3Si3 at a distorted geometry from the OMol25 dataset. Energies are from wB97M-V/def2-TZVPD.

The geometry in XYZ format:
```
92
Properties=species:S:1:pos:R:3
Mg 0.76052 -1.45589 0.00156
C 4.90152 -0.77947 -2.88193
N 3.55867 -0.41264 -2.53414
C 2.57154 -0.05393 -3.39459
C 1.43126 0.06536 -2.65309
N 1.70742 -0.21684 -1.36001
C 2.99183 -0.53163 -1.30939
P 3.99248 -0.82013 0.17449
C 3.35514 -2.42893 0.73201
N 2.07890 -2.73214 0.84993
C 2.01543 -3.99210 1.32417
C 3.28278 -4.45461 1.53460
N 4.12575 -3.44466 1.17699
C 5.55884 -3.46526 1.22861
C 2.89023 0.08469 1.30699
N 1.59966 -0.15016 1.40023
C 1.14832 0.52547 2.47323
C 2.18768 1.20541 3.04565
N 3.28876 0.92171 2.29634
C 4.62814 1.38142 2.53042
H 5.04584 -0.62316 -3.94696
H 5.62018 -0.17909 -2.32049
H 5.05503 -1.83748 -2.65406
H 2.75117 0.08869 -4.43882
H 0.44484 0.33825 -2.96473
H 1.07246 -4.46853 1.49770
H 3.64815 -5.40136 1.87800
H 5.88693 -4.46796 1.49539
H 5.97115 -3.20122 0.25476
H 5.91893 -2.74967 1.97372
H 0.11767 0.45247 2.75070
H 2.22522 1.84988 3.89871
H 4.62390 2.41167 2.88310
H 5.12047 0.75436 3.27728
H 5.18751 1.32127 1.59659
S 3.22759 -3.53425 -1.96400
C 1.57689 -3.55971 -2.18619
N 0.66120 -2.78931 -1.64764
C -0.59027 -3.05341 -2.12462
C -1.74907 -2.35870 -1.79435
C -2.94419 -2.74934 -2.36565
C -3.01463 -3.81258 -3.25956
C -1.86903 -4.49577 -3.62550
C -0.66898 -4.10508 -3.06079
S 0.92194 -4.74615 -3.34360
H -1.70018 -1.53268 -1.09735
H -3.84426 -2.21192 -2.11765
H -3.97103 -4.10308 -3.67003
H -1.90234 -5.31125 -4.33058
C -5.03271 2.19522 1.34303
Si -3.76024 0.75992 1.29511
C -3.61115 0.09018 3.07723
C -4.50655 -0.66565 0.26878
As -1.59844 1.27501 0.45620
Si -1.19422 3.23949 1.74296
C -1.30142 2.87168 3.62740
C 0.61327 3.80572 1.38109
C -2.24090 4.84089 1.54127
Si -2.03409 2.30290 -1.64387
C -0.34965 3.09899 -2.10865
C -3.34525 3.65830 -2.02662
C -2.43781 0.94618 -2.93739
H -6.02318 1.82487 1.58388
H -5.09729 2.71396 0.39289
H -4.76946 2.92550 2.10054
H -4.54154 -0.35855 3.41442
H -3.34599 0.86400 3.79043
H -2.84795 -0.68170 3.11520
H -5.43590 -1.03318 0.69473
H -3.80447 -1.49476 0.25582
H -4.70838 -0.36385 -0.75533
H -1.03026 1.84607 3.85276
H -2.31828 3.02421 3.97442
H -0.65699 3.51606 4.22016
H 1.18137 3.00151 0.91999
H 1.13686 4.10989 2.28060
H 0.62820 4.64954 0.69854
H -3.25285 4.71326 1.91100
H -2.30957 5.14573 0.50321
H -1.79839 5.66835 2.08748
H -0.26920 4.09523 -1.68535
H -0.20629 3.18480 -3.18123
H 0.46894 2.50590 -1.70732
H -3.26696 4.51704 -1.36984
H -4.35496 3.27097 -1.94359
H -3.21562 4.01700 -3.04433
H -1.72930 0.12358 -2.90146
H -2.44554 1.33928 -3.95156
H -3.42233 0.52665 -2.74900
S -1.04052 -2.96713 3.64165
C -0.86203 -2.37154 2.18840
N -0.76091 -1.90212 1.11088
```

The largest force on an atom is 1.6 eV/Å. As for the relative energy (zero: lowest compared OMol25 entry of this formula, charge and spin): 132.69 kJ/mol. As for the LUMO energy: 0.18 eV. For the HOMO-LUMO gap, the calculation gives 7.17 eV. Its net charge is 0. The spin multiplicity is 1. The total energy comes out at -174459.3507 eV.


Among the records above, which one has the highest spin multiplicity?
C15H19F5IrN5O3S2Te


Which value of largest force on an atom does entry 4 give?
1.6 eV/Å


What is the formula in the second record?
C23H33N3O2